[1]
{
  "formula": "C19H24Cl21FO2Si",
  "method": "ωB97M-V with the def2-TZVPD basis set",
  "symbols": ["C", "C", "C", "F", "C", "C", "Si", "C", "C", "C", "C", "O", "C", "C", "C", "O", "H", "H", "H", "H", "H", "H", "H", "H", "H", "H", "H", "H", "H", "H", "H", "H", "H", "Cl", "C", "Cl", "Cl", "H", "Cl", "C", "Cl", "Cl", "H", "Cl", "C", "Cl", "Cl", "H", "Cl", "C", "Cl", "Cl", "H", "Cl", "C", "Cl", "Cl", "H", "Cl", "C", "Cl", "Cl", "H", "Cl", "C", "Cl", "Cl", "H"],
  "positions_angstrom": [[3.8637, -0.9162, -1.3918], [3.2169, -0.0769, -2.4705], [2.7565, 1.2947, -1.9979], [1.7510, 1.7662, -2.8279], [2.3037, 1.4041, -0.5731], [1.1660, 0.8963, -0.0324], [-0.2425, 0.0085, -0.9779], [0.2037, -1.6836, -1.6576], [-1.6042, -0.2927, 0.2815], [-0.9742, 1.1222, -2.2965], [1.0005, 1.1096, 1.4327], [0.6020, 0.2222, 2.1892], [1.4581, 2.4275, 1.9321], [2.5899, 2.9375, 1.3778], [3.2360, 2.1765, 0.3027], [4.4622, 2.1721, 0.1335], [4.2030, -1.8628, -1.7862], [3.2201, -1.0950, -0.5431], [4.7385, -0.3989, -1.0152], [3.9772, 0.1034, -3.2196], [2.4125, -0.5833, -2.9888], [3.6070, 1.9559, -2.1165], [1.0321, -2.1671, -1.1614], [0.3616, -1.6611, -2.7265], [-0.6680, -2.3070, -1.4945], [-1.8258, 0.5976, 0.8547], [-1.2427, -1.0286, 0.9869], [-2.4980, -0.6417, -0.2117], [-0.6053, 0.8620, -3.2785], [-2.0442, 0.9898, -2.2748], [-0.7126, 2.1545, -2.1141], [0.9243, 2.9123, 2.7285], [3.0243, 3.8707, 1.6936], [-3.2976, 3.4669, -5.1136], [-4.4463, 2.4449, -4.2528], [-4.1349, 0.7378, -4.5722], [-4.4115, 2.7801, -2.5211], [-5.4377, 2.6740, -4.6158], [3.9494, 5.3731, -2.1245], [5.1462, 5.0621, -0.8635], [6.7422, 5.6191, -1.3538], [4.6601, 5.8093, 0.6598], [5.1969, 3.9938, -0.7064], [-3.1453, -3.5405, 2.1115], [-4.3997, -2.5258, 2.8319], [-4.5260, -1.0009, 1.9674], [-5.9582, -3.3625, 2.8601], [-4.1160, -2.3145, 3.8530], [-2.9347, -7.0132, 4.8620], [-4.5197, -6.8545, 4.1076], [-4.7628, -8.1154, 2.8959], [-5.8042, -6.8690, 5.3118], [-4.5504, -5.9014, 3.5981], [-1.2519, -6.7294, 0.2289], [-2.9752, -7.0408, 0.0070], [-3.6964, -5.8270, -1.0488], [-3.2566, -8.6646, -0.6214], [-3.4522, -6.9760, 0.9742], [1.9329, 9.1188, -4.1109], [3.6506, 8.9860, -3.7322], [4.6358, 9.2741, -5.1659], [4.0956, 10.0873, -2.4296], [3.8400, 7.9782, -3.3939], [-2.5847, -3.2368, 8.2643], [-1.2359, -3.4741, 7.1553], [-1.8183, -3.7944, 5.5200], [-0.1444, -2.0907, 7.1783], [-0.6826, -4.3429, 7.4822]],
  "atomic_forces_ev_per_a": [[0.20, 0.14, 0.10], [0.16, 0.00, -0.12], [0.42, -0.18, 0.00], [-0.19, 0.04, -0.27], [-0.73, -0.35, 0.60], [0.73, 0.12, -0.92], [-0.68, -0.20, 0.21], [-0.16, 0.33, 0.06], [0.86, 0.20, -0.14], [0.56, -0.33, 0.24], [-0.33, -1.20, 0.90], [0.39, 1.35, -1.01], [1.55, 0.72, -0.77], [-1.72, -0.39, 1.05], [1.42, -0.35, -0.19], [-1.64, 0.22, 0.03], [0.01, -0.31, -0.13], [-0.31, -0.15, 0.18], [0.24, 0.12, 0.16], [0.10, 0.04, -0.40], [-0.37, -0.16, 0.14], [0.06, 0.35, -0.01], [0.33, -0.09, 0.09], [0.26, 0.00, -0.30], [-0.27, -0.20, 0.08], [-0.23, 0.29, 0.12], [-0.13, -0.31, 0.24], [-0.30, -0.15, -0.17], [0.08, -0.02, -0.31], [-0.40, 0.06, -0.03], [-0.11, 0.36, 0.03], [-0.04, 0.00, 0.34], [0.21, 0.00, 0.16], [0.00, -0.01, 0.00], [0.07, -0.01, 0.01], [-0.01, -0.01, 0.00], [-0.04, 0.01, 0.02], [-0.04, 0.02, -0.01], [-0.09, -0.05, -0.03], [0.16, 0.03, 0.02], [0.00, 0.05, -0.03], [0.02, 0.09, -0.03], [-0.01, -0.04, 0.04], [-0.01, -0.12, 0.06], [-0.05, 0.05, -0.10], [-0.09, 0.03, 0.06], [0.09, -0.07, 0.03], [0.04, -0.01, 0.07], [-0.04, -0.11, -0.04], [0.05, 0.05, 0.06], [-0.08, -0.08, 0.02], [0.01, -0.01, -0.03], [-0.02, 0.08, -0.02], [-0.01, -0.01, 0.02], [0.05, 0.03, -0.10], [-0.03, 0.03, 0.00], [0.02, 0.02, 0.04], [-0.01, 0.01, 0.01], [-0.01, -0.01, 0.00], [0.00, 0.06, -0.02], [0.00, 0.00, 0.00], [0.00, -0.01, 0.01], [0.03, -0.07, 0.03], [-0.02, 0.00, 0.02], [-0.03, 0.07, -0.02], [0.05, 0.10, -0.04], [-0.02, -0.02, -0.01], [0.02, -0.03, 0.02]],
  "gap_ev": 8.44,
  "largest_force_ha_per_bohr": 0.0399,
  "lumo_energy_ev": -1.55,
  "smiles": "CC[C@@H](F)C1=C([Si](C)(C)C)C(=O)C=CC1=O.ClC(Cl)Cl.ClC(Cl)Cl.ClC(Cl)Cl.ClC(Cl)Cl.ClC(Cl)Cl.ClC(Cl)Cl.ClC(Cl)Cl",
  "multiplicity": 1,
  "homo_energy_ha": -0.3671
}

---

[2]
{
  "formula": "C35H29CrF5GeO2S4",
  "method": "ωB97M-V with the def2-TZVPD basis set",
  "symbols": ["Cr", "F", "C", "C", "F", "C", "F", "C", "S", "C", "F", "C", "F", "O", "S", "C", "C", "C", "C", "S", "O", "C", "C", "C", "C", "C", "C", "C", "C", "C", "C", "C", "C", "H", "H", "H", "H", "H", "H", "H", "H", "H", "H", "H", "H", "H", "H", "H", "H", "H", "H", "Ge", "C", "C", "C", "C", "C", "C", "C", "C", "C", "C", "C", "C", "H", "H", "H", "H", "H", "H", "H", "H", "H", "H", "H", "S", "C"],
  "positions_angstrom": [[-0.3659, -0.4008, 0.3064], [-3.8086, 5.5739, -0.1086], [-3.3580, 4.3646, -0.4021], [-2.5617, 3.6789, 0.5034], [-2.2431, 4.2271, 1.6720], [-2.1006, 2.4209, 0.1729], [-1.2976, 1.7913, 1.0561], [-2.3882, 1.8037, -1.0304], [-1.7057, 0.2598, -1.4921], [-3.1901, 2.5144, -1.9196], [-3.4681, 1.9989, -3.1133], [-3.6746, 3.7743, -1.6193], [-4.4197, 4.4311, -2.4974], [0.9851, -1.4430, 1.4225], [2.0006, -2.5475, 1.1814], [1.4037, -3.9414, 2.1954], [-0.1176, -3.9844, 2.3322], [-0.6170, -3.1319, 3.4980], [-2.1345, -2.9687, 3.5120], [-2.7425, -1.5737, 2.4872], [-1.7913, -1.5000, 1.3121], [-2.3610, -0.2124, 3.5785], [-3.4128, 0.2690, 4.3483], [-3.1843, 1.3216, 5.2214], [-1.9230, 1.8918, 5.3041], [-0.8822, 1.4101, 4.5228], [-1.0963, 0.3520, 3.6544], [1.6802, -3.1729, -0.4564], [2.7768, -3.6519, -1.1602], [2.5924, -4.1528, -2.4404], [1.3277, -4.1568, -3.0062], [0.2394, -3.6646, -2.2997], [0.4083, -3.1726, -1.0174], [1.9044, -3.8446, 3.1592], [1.8072, -4.8217, 1.6903], [-0.4277, -5.0208, 2.4840], [-0.5798, -3.6629, 1.4010], [-0.1485, -2.1499, 3.4772], [-0.3071, -3.5980, 4.4370], [-2.5077, -2.7294, 4.5098], [-2.6562, -3.8600, 3.1621], [-4.4010, -0.1624, 4.2559], [-3.9957, 1.7058, 5.8238], [-1.7528, 2.7233, 5.9738], [0.0988, 1.8611, 4.5831], [-0.2759, -0.0287, 3.0594], [3.7659, -3.6135, -0.7230], [3.4407, -4.5209, -3.0004], [1.1897, -4.5367, -4.0089], [-0.7452, -3.6642, -2.7476], [-0.4547, -2.8189, -0.4643], [1.2084, 1.1218, -1.0830], [0.7674, 2.8991, -1.7594], [1.3545, 4.0399, -1.2138], [1.1271, 5.2893, -1.7731], [0.3151, 5.4144, -2.8869], [-0.2565, 4.2839, -3.4560], [-0.0275, 3.0366, -2.8985], [2.1841, 0.0269, -2.3644], [1.5562, -0.5877, -3.4445], [2.2978, -1.2733, -4.3929], [3.6751, -1.3635, -4.2674], [4.3128, -0.7648, -3.1914], [3.5710, -0.0731, -2.2442], [2.9258, 0.3916, 0.7488], [1.9885, 3.9668, -0.3425], [1.5870, 6.1651, -1.3356], [0.1367, 6.3901, -3.3199], [-0.8784, 4.3744, -4.3364], [-0.4651, 2.1614, -3.3661], [0.4803, -0.5208, -3.5564], [1.7989, -1.7333, -5.2363], [4.2543, -1.8926, -5.0131], [5.3888, -0.8216, -3.0961], [4.0933, 0.4095, -1.4256], [1.8920, 2.2091, 1.8394], [2.1885, 1.1854, 0.6250]],
  "atomic_forces_ev_per_a": [[-0.25, -0.37, 0.51], [-0.05, 0.10, 0.02], [0.09, -0.22, -0.04], [-0.06, 0.01, -0.10], [0.00, 0.04, 0.05], [-0.09, 0.14, -0.08], [0.04, 0.01, 0.24], [-0.01, 0.04, -0.15], [0.24, 0.05, -0.28], [0.07, 0.08, 0.09], [-0.04, -0.05, -0.09], [0.12, -0.03, 0.18], [-0.06, 0.06, -0.05], [0.14, 0.15, 0.15], [-0.02, -0.23, -0.14], [-0.04, -0.03, -0.20], [0.08, 0.03, 0.00], [-0.09, 0.02, 0.00], [0.03, 0.27, 0.05], [0.00, -0.10, 0.30], [0.02, -0.01, -0.10], [-0.05, -0.12, -0.04], [0.03, 0.00, -0.06], [-0.04, 0.00, 0.01], [0.00, 0.03, 0.01], [0.01, 0.00, -0.05], [0.07, -0.08, 0.05], [0.05, -0.05, 0.09], [-0.02, 0.09, -0.02], [0.01, -0.01, 0.03], [-0.01, -0.05, 0.01], [-0.05, -0.03, -0.04], [-0.05, -0.01, 0.09], [0.00, 0.04, 0.03], [0.01, 0.01, 0.05], [0.07, -0.01, 0.01], [-0.05, 0.00, 0.05], [0.06, 0.01, -0.01], [-0.06, 0.00, 0.00], [-0.04, -0.05, -0.02], [0.00, 0.01, -0.09], [-0.04, -0.02, -0.01], [-0.01, 0.00, 0.00], [0.01, 0.01, 0.02], [0.02, 0.00, 0.00], [0.02, 0.01, -0.07], [0.04, 0.00, 0.02], [0.01, 0.00, 0.00], [-0.01, -0.01, -0.02], [-0.02, 0.00, 0.00], [0.00, 0.02, -0.01], [0.07, 0.53, -0.52], [0.11, -0.16, -0.01], [-0.04, -0.05, 0.15], [0.00, 0.01, 0.04], [-0.03, 0.02, -0.07], [-0.02, 0.02, 0.03], [-0.01, -0.13, -0.06], [0.01, 0.06, 0.11], [-0.10, 0.05, 0.00], [0.00, 0.00, -0.06], [0.08, 0.01, -0.04], [-0.01, -0.01, 0.01], [0.06, -0.01, 0.02], [0.02, -0.03, 0.04], [0.04, -0.02, 0.05], [0.01, 0.01, 0.02], [-0.01, -0.01, -0.01], [-0.02, -0.01, -0.02], [-0.04, 0.00, 0.03], [-0.04, 0.00, 0.00], [-0.01, 0.00, -0.01], [0.00, 0.00, -0.01], [0.03, 0.00, 0.00], [-0.01, 0.01, 0.01], [0.06, -0.08, -0.04], [-0.24, 0.07, -0.05]],
  "charge": 1,
  "gap_ev": [6.99, 6.31],
  "largest_force_ha_per_bohr": 0.0144,
  "lumo_energy_ev": [-3.03, -4.40],
  "s_squared": 8.8005,
  "multiplicity": 6,
  "homo_energy_ha": [-0.3682, -0.3935]
}